--- P ---
{"formula": "C2H6N2O2", "method": "ωB97M-V/def2-TZVPD", "smiles": "NC=O.NC=O", "total_charge": 0, "e_lumo_ha": 0.0279, "symbols": ["O", "C", "N", "H", "H", "H", "O", "C", "N", "H", "H", "H"], "xyz": [[0.4906, -4.7599, -0.5351], [1.4134, -5.1945, -1.1918], [2.1984, -4.3295, -1.8110], [1.7188, -6.2635, -1.2999], [2.1160, -3.3111, -1.7604], [2.9338, -4.7556, -2.3805], [2.1457, 3.6104, -4.9477], [2.4509, 3.4024, -3.7748], [2.1391, 4.2259, -2.8600], [3.2655, 2.7307, -3.4101], [1.5447, 4.9974, -3.1732], [2.4452, 4.1793, -1.8850]]}

=====

--- Q ---
{"formula": "C2H6N2O2", "method": "ωB97M-V/def2-TZVPD", "smiles": "CNN=O.C=O", "total_charge": 0, "e_lumo_ha": 0.0328, "symbols": ["C", "C", "N", "N", "O", "O", "H", "H", "H", "H", "H", "H"], "xyz": [[1.1837, -1.5640, 0.1052], [-2.2264, 1.5506, -0.4183], [0.8092, -0.2345, -0.1622], [0.9520, 0.8160, 0.6067], [1.3593, 0.6107, 1.7327], [-1.7832, 0.7909, -1.2187], [0.3729, -2.1639, -0.0020], [1.4786, -1.5057, 1.2086], [2.0346, -2.0166, -0.4935], [-1.5458, 2.2299, -0.0370], [-3.2745, 1.5840, -0.1946], [0.6396, -0.0972, -1.1269]]}

=====

--- R ---
{"formula": "C2H6N2O2", "method": "ωB97M-V/def2-TZVPD", "smiles": "CCN(O)N=O", "total_charge": 0, "e_lumo_ha": -0.0145, "symbols": ["C", "C", "N", "O", "N", "O", "H", "H", "H", "H", "H", "H"], "xyz": [[0.2022, -0.5274, -0.3830], [-1.1729, -0.5644, -1.0404], [0.4485, 0.7040, 0.3412], [1.8882, 0.7636, 0.5047], [-0.1734, 0.4593, 1.6309], [0.2185, 1.2502, 2.4719], [1.9924, 1.6901, 0.7852], [0.9747, -0.7188, -1.1377], [0.1910, -1.3089, 0.4640], [-1.2767, 0.2406, -1.7752], [-1.3158, -1.5189, -1.5579], [-1.9767, -0.4694, -0.3038]]}

=====

Most stable = P

=====

--- P ---
{"formula": "C2H6N2O2", "method": "ωB97M-V/def2-TZVPD", "total_charge": 0, "e_lumo_ha": 0.0194, "symbols": ["C", "C", "H", "H", "H", "H", "H", "H", "N", "N", "O", "O"], "xyz": [[0.3217, -0.8514, -0.1286], [-1.0871, -0.3096, -0.1352], [2.1768, -0.0232, 0.1986], [1.4323, -0.2668, -1.6032], [0.3890, -1.8803, -0.4510], [-0.5846, 0.2800, 1.3054], [-1.5394, 2.0925, -0.0312], [0.1704, 1.4174, 0.1941], [1.2969, -0.0530, -0.6124], [-0.9306, 1.1079, 0.1147], [0.5181, -0.5503, 1.2703], [-2.1636, -0.9631, -0.1217]]}

=====

--- Q ---
{"formula": "C2H6N2O2", "method": "ωB97M-V/def2-TZVPD", "smiles": "N/C=C(\\O)NO", "total_charge": 0, "e_lumo_ha": 0.0270, "symbols": ["N", "C", "N", "C", "O", "O", "H", "H", "H", "H", "H", "H"], "xyz": [[1.4769, 0.7374, 0.2497], [0.4071, -0.1019, 0.2321], [-2.0061, -0.2455, -0.0468], [-0.8364, 0.4464, 0.2628], [2.6791, 0.3313, -0.3441], [0.6236, -1.4000, -0.1543], [2.6595, -0.6412, -0.2369], [-0.2320, -1.8446, -0.0161], [1.0439, 1.7110, 0.1466], [-1.9644, -0.6815, -0.9659], [-2.8367, 0.3373, 0.0333], [-1.0145, 1.3514, 0.8397]]}

=====

--- R ---
{"formula": "C2H6N2O2", "method": "ωB97M-V/def2-TZVPD", "total_charge": 0, "e_lumo_ha": 0.0136, "symbols": ["C", "C", "N", "N", "O", "O", "H", "H", "H", "H", "H", "H"], "xyz": [[0.5974, 1.1851, -0.0436], [-0.8530, -0.1569, 1.2430], [0.9585, 1.6853, -1.1770], [-0.5162, -1.8545, 0.4208], [2.1106, 2.0884, -1.5520], [-0.6264, 0.6722, 0.1154], [1.3228, 1.0297, 0.6401], [-1.9513, -0.3905, 1.2204], [0.2996, 1.8838, -1.8622], [0.2891, -2.3063, 0.8653], [-0.2388, -1.4880, -0.4837], [-1.3922, -2.3484, 0.6136]]}

=====

Most stable = Q

=====

--- P ---
{"formula": "C5H11N2O", "method": "ωB97M-V/def2-TZVPD", "total_charge": 1, "multiplicity": 3, "e_lumo_ha": [-0.1128, -0.3236], "symbols": ["C", "C", "C", "C", "C", "N", "N", "O", "H", "H", "H", "H", "H", "H", "H", "H", "H", "H", "H"], "xyz": [[1.9135, 0.1871, -0.0647], [2.9023, 0.9205, 0.1638], [-0.1473, -0.0199, -1.1368], [-1.2447, 0.8128, -0.3256], [0.6211, -1.5608, 0.6983], [0.9012, -0.4616, -0.2269], [-2.2140, -0.0555, 0.2138], [-0.3809, 1.4612, 0.6157], [3.7992, 0.6558, -0.1423], [2.6268, 1.6994, 0.9014], [-0.6383, -0.8410, -1.6538], [0.3097, 0.7051, -1.7933], [-1.6234, 1.5788, -0.9837], [0.7016, -2.3966, 0.0871], [1.4299, -1.4813, 1.5368], [-0.3879, -1.4338, 1.1800], [-2.7423, -0.5772, -0.3830], [-2.6480, 0.1159, 1.0502], [-0.8969, 2.0472, 1.0838]]}

=====

--- Q ---
{"formula": "C5H11N2O", "method": "ωB97M-V/def2-TZVPD", "total_charge": 1, "multiplicity": 3, "e_lumo_ha": [-0.1108, -0.2648], "symbols": ["C", "C", "C", "C", "C", "N", "N", "O", "H", "H", "H", "H", "H", "H", "H", "H", "H", "H", "H"], "xyz": [[-2.2276, -0.0627, 0.1542], [-1.2338, -1.2295, -0.2207], [-0.2352, 0.9119, 0.4096], [0.6848, 1.9498, -0.3044], [1.1780, -1.1702, 0.3565], [-3.4388, -0.2719, -0.0254], [0.0053, -0.4983, -0.3293], [-1.5606, 1.1072, 0.1788], [-1.3629, -2.0704, 0.4749], [-1.4704, -1.6355, -1.1991], [0.1385, 0.6655, 1.3522], [0.4027, 2.3829, -1.3049], [1.7507, 1.7078, -0.4828], [0.5900, 2.8084, 0.2820], [1.0234, -1.4806, 1.4671], [1.2513, -2.1423, -0.2360], [2.0986, -0.4499, 0.2367], [-3.9820, 0.5802, 0.0240], [0.3835, -0.1530, -1.2498]]}

=====

Most stable = Q

=====

--- P ---
{"formula": "C4HF3", "method": "ωB97M-V/def2-TZVPD", "total_charge": 0, "e_lumo_ha": -0.0962, "symbols": ["C", "C", "C", "C", "F", "F", "F", "H"], "xyz": [[-1.1496, 2.3301, -0.8610], [-0.6700, 1.5883, 0.0018], [-0.3718, 0.3708, 0.3379], [0.6857, -0.5535, -0.0973], [0.2429, -1.4122, -1.0102], [1.8101, 0.0146, -0.6202], [1.0869, -1.2878, 0.9209], [-1.6341, -1.0502, 1.3281]]}

=====

--- Q ---
{"formula": "C4HF3", "method": "ωB97M-V/def2-TZVPD", "smiles": "FC#CF.C#CF", "total_charge": 0, "e_lumo_ha": 0.0244, "symbols": ["C", "C", "C", "C", "F", "F", "F", "H"], "xyz": [[0.1436, 1.8577, -0.1206], [0.1186, 1.8291, 1.0699], [-1.8171, -1.3460, -1.5077], [-1.9465, -0.4292, -0.7987], [0.0463, 1.7044, 2.3254], [-1.6902, -2.4404, -2.1761], [-2.1369, 0.6466, -0.0952], [0.1340, 2.2792, -1.1319]]}

=====

Most stable = Q